1.
ORCA calculation (wB97M-V/def2-TZVPD) on an isolated molecule of C3H5N5 at a distorted geometry.

Element x y z (Å)
N -1.41335 0.69262 -0.94879
C -0.25392 1.28923 1.26059
C 0.48105 -0.85275 -0.43696
H 0.88279 -2.91448 -1.06988
H -1.73753 2.25061 -0.10426
H 2.17465 -0.90271 0.61856
N 1.04127 -1.95220 -0.50028
N 0.97704 0.86020 1.23977
C -1.24694 1.24107 0.24625
H -0.91494 -1.16073 -1.74434
N 1.43503 0.01719 0.39087
H -0.66789 1.99539 2.06234
N -0.75727 -0.56343 -1.01386

Summary:
structure (SMILES)	N=C1NN=CC=NN1
molar mass	111.11	g/mol
E	-390.9012	a.u.
maximum force	0.1413	Eh/bohr
HOMO-LUMO gap	8.49	eV

=====

2.
ORCA calculation (wB97M-V/def2-TZVPD) on an isolated molecule of C3H8S2 at a distorted geometry.

Element x y z (Å)
H 2.21712 0.69125 -0.97920
C -0.48837 -0.70760 0.84199
C 1.05402 -0.50417 0.67137
H 0.96234 1.61621 -0.15992
S -1.09845 -0.76394 -0.93918
H -1.06185 0.10427 1.33206
H 0.65251 0.57792 -1.32636
C 1.31197 0.61520 -0.44175
H -0.80250 -1.57575 1.30951
H 1.54891 -0.31481 1.60810
H 1.47988 -1.51160 0.42245
S -2.65765 1.30040 -0.69326
H -3.11793 0.47262 -1.64582

Summary:
structure (SMILES)	CCCSS
molar mass	108.23	g/mol
E	-915.3754	a.u.
maximum force	0.0734	Eh/bohr
HOMO-LUMO gap	6.92	eV